This record from the Open Molecules 2025 dataset describes 2 unconnected molecules or ions with the total composition C5H9N3O2. The level of theory is the ωB97M-V functional and the def2-TZVPD basis.

Its HOMO energy is -9.60 eV. As for the relative energy (zero: lowest compared OMol25 entry of this formula, charge and spin): 56.01 kcal per mole. The gap between HOMO and LUMO is 9.66 eV.

Last column: natural (NBO) charge in e.
CARTESIAN COORDINATES (ANGSTROEM)
C -2.097 4.038 -2.131  -0.4555
C 0.405 -2.887 1.074  -0.3920
N 0.227 -0.440 0.635  -0.6513
H 3.252 -1.028 1.386  0.4336
N 2.343 -1.381 0.924  -0.6405
H -1.545 4.005 -1.101  0.1804
O 2.283 0.554 -0.387  -0.5857
H -1.305 4.606 -2.728  0.1998
H -0.251 -3.609 1.550  0.2657
N -3.528 4.304 -2.404  -0.7997
C -0.321 -1.737 0.734  0.6059
H -3.646 5.363 -2.218  0.3396
C 1.636 -0.260 0.382  0.7807
C 1.713 -2.537 1.428  0.0996
H -0.177 0.397 0.145  0.4427
H -3.989 3.971 -1.484  0.3488
O -1.537 -1.867 0.628  -0.5861
H -1.972 2.941 -2.575  0.1867
H 2.356 -3.226 2.094  0.2272

This record from the Open Molecules 2025 dataset describes 2 unconnected molecules or ions with the total composition C3H11N2O2. The level of theory is the ωB97M-V functional and the def2-TZVPD basis.

Its HOMO energy is -14.20 eV. As for the relative energy (zero: lowest compared OMol25 entry of this formula, charge and spin): 69.56 kcal per mole. Its charge is +1. The gap between HOMO and LUMO is 10.93 eV.

Last column: natural (NBO) charge in e.
CARTESIAN COORDINATES (ANGSTROEM)
O 2.309 0.121 0.282  -0.5686
H 3.041 -2.054 -0.694  0.4371
O -2.869 0.090 0.451  -0.9448
C -0.151 0.834 1.255  -0.5035
C 1.655 -0.463 -0.502  0.6627
H 0.357 1.922 -0.456  0.4515
H 0.141 0.045 -2.114  0.2672
H 0.090 1.804 1.814  0.2581
N 2.136 -1.647 -1.003  -0.8200
H -1.252 1.414 -0.475  0.4886
H -0.514 -0.860 -0.717  0.2349
H -2.520 -0.712 0.639  0.4602
H -0.950 0.215 1.699  0.2560
H 1.685 -2.063 -1.779  0.3925
H 0.542 0.157 1.772  0.2861
C 0.169 -0.059 -0.998  -0.3337
H -3.664 0.091 0.930  0.4948
N -0.207 1.165 -0.104  -0.5190

This record from the Open Molecules 2025 dataset describes a molecular structure, C58H65CsN3P2. The level of theory is the ωB97M-V functional and the def2-TZVPD basis.

Its HOMO energy is -1.85 eV. As for the relative energy (zero: lowest compared OMol25 entry of this formula, charge and spin): 0.00 kcal per mole. Its charge is -1. The gap between HOMO and LUMO is 3.53 eV.

Last column: Mulliken charge in e.
CARTESIAN COORDINATES (ANGSTROEM)
H 2.966 4.082 -0.361  0.0883
H -1.916 -3.299 5.649  0.3457
H -1.228 -4.927 5.695  0.4002
C 2.791 -4.225 1.270  -1.1976
C -0.936 -0.517 -5.359  -0.1770
H 3.808 -4.768 3.061  0.5690
C -2.959 -1.891 -0.854  -0.8559
H -4.694 3.595 0.786  0.4131
N 0.056 2.296 -2.728  1.2014
H 1.878 -4.453 4.619  0.3620
C 0.439 -1.594 3.283  0.1299
H -5.110 5.596 -0.611  0.3936
H -1.430 0.336 -4.903  0.1737
C 2.607 -0.770 -3.207  -0.2140
H -4.838 -1.086 -0.259  0.5326
C 0.221 -1.047 -4.788  0.2156
H -2.416 2.663 0.953  0.5783
H 1.251 2.475 2.680  0.1388
H -3.368 0.856 -0.344  0.2255
C -0.903 -1.781 3.152  -1.4801
H -2.348 0.171 0.945  -0.5732
H -1.313 -2.620 -7.989  0.3629
H -4.703 -4.664 4.210  0.3007
H -6.140 -2.145 1.083  0.3110
C 2.648 6.714 1.729  -0.4839
C 3.411 -0.282 3.047  0.1591
C 1.284 6.642 1.970  -0.6260
C 0.895 1.483 -3.611  -1.3368
C 0.746 3.295 -1.915  -1.0792
C 2.878 1.013 0.983  0.1946
H 0.587 1.613 -4.652  0.5411
H -4.004 0.662 1.298  0.3880
C -1.484 -1.077 -6.505  -0.6698
H -0.960 5.749 -1.629  0.3658
C -2.592 3.548 0.353  -0.5118
H 1.788 2.981 -1.828  0.6747
C 2.750 -1.528 2.851  -0.5324
H 2.011 -3.531 0.954  -0.0548
C 3.241 5.794 0.880  -0.7887
C 3.480 -0.483 -4.255  0.0556
C -0.885 -2.181 -7.096  -0.5089
C 5.322 -1.366 -2.985  -0.5979
H -2.386 -0.653 -6.928  0.4507
P 0.108 3.326 -0.167  0.8468
H -4.485 2.098 -3.247  0.4872
C 5.343 -1.388 4.016  -1.1998
H 4.306 5.834 0.690  0.4035
H 0.730 -3.587 -6.980  0.3915
C 1.099 4.723 0.507  0.3215
C -4.522 -3.910 3.447  -0.0455
C 0.260 -2.721 -6.532  -0.6388
C -2.181 -5.832 3.293  -1.7075
H 2.488 1.950 0.572  -0.3984
H -1.154 -3.977 3.419  -0.4103
C -2.339 4.116 -4.922  -0.9169
H -1.316 -6.408 3.636  0.4016
C 1.748 -4.555 3.539  -1.1674
C 4.749 -2.611 3.745  -0.8569
H -3.085 -6.323 3.666  0.3448
C -2.363 2.146 -2.968  0.3538
C 2.472 4.805 0.277  -0.2531
H 0.736 -1.418 4.321  -0.2411
C -3.210 -3.553 3.166  0.0414
H 1.938 1.802 -3.539  0.7253
H -2.748 -1.239 -1.712  0.0298
H 0.749 4.295 -2.369  0.2731
C -3.358 0.211 0.541  -0.7972
H 3.715 -3.995 0.731  0.2678
H 6.319 -1.335 4.483  0.3666
C 4.673 -0.237 3.638  -0.8970
C 4.468 -1.658 -1.938  -0.4334
H 2.486 -5.242 1.009  0.4719
Cs -0.098 -0.407 0.392  1.9947
H 3.247 7.480 2.206  0.3700
H -2.022 -2.205 -0.391  -0.1200
C -3.846 -1.203 0.193  0.2849
H -1.440 -1.739 4.100  0.1783
H -2.325 4.882 -5.688  0.3868
H -2.347 1.380 -2.203  0.5315
P 0.822 -0.341 -3.201  0.7034
H 3.581 1.799 2.826  0.5486
C -3.553 2.553 -3.556  -0.8178
H -2.208 -5.869 2.203  0.4146
C -1.152 3.711 -4.330  -0.0804
N 1.463 -1.605 2.325  0.6459
C -4.110 5.189 -0.525  -0.6233
N -1.689 -1.992 1.989  0.8877
C 2.991 -4.091 2.784  0.5520
H 0.881 -3.965 3.254  -0.2697
C -5.324 -2.522 1.697  -0.6546
H -0.548 5.617 1.559  0.3867
C -2.054 -4.325 5.304  -1.6727
C -2.919 -2.533 2.195  -0.6766
H -0.210 4.155 -4.632  0.4478
H -3.456 -2.789 -1.223  0.4781
C -4.037 -2.106 1.397  0.7731
H 1.549 -5.609 3.316  0.5516
C -3.879 4.073 0.258  -0.5639
H 0.705 0.781 2.788  -0.0556
C -2.094 -4.383 3.779  1.5946
C 2.860 1.035 2.517  0.8650
C 0.517 5.657 1.363  -0.6339
C -1.163 2.733 -3.341  -1.0153
H 5.277 -3.529 3.986  0.3595
C -1.777 5.270 -1.101  -0.2947
C 3.111 -1.360 -2.051  -0.0410
H 2.262 0.191 0.625  -0.9559
H 5.500 -0.552 -4.968  0.4061
H 2.451 -1.586 -1.221  0.1257
C -1.536 4.131 -0.335  0.2970
C 4.831 -0.779 -4.148  -0.7957
H 6.377 -1.596 -2.901  0.3837
C -5.604 -3.389 2.748  -1.5318
H -3.232 6.667 -1.820  0.4089
H 3.100 -0.032 -5.166  0.4092
C 0.809 -2.157 -5.386  -0.6479
H 1.514 1.523 4.151  0.4193
H -4.471 3.866 -4.985  0.4288
H -2.981 -4.707 5.742  0.3331
C -3.054 5.794 -1.205  -0.7103
H -6.620 -3.682 2.980  0.3190
H 1.703 -2.593 -4.955  0.4364
H 3.893 0.866 0.607  0.5863
C 3.489 -2.703 3.159  0.6832
C 1.497 1.479 3.061  -1.1507
C -3.543 3.542 -4.531  -0.7628
H 4.843 -2.107 -1.027  0.4904
H 5.141 0.732 3.792  0.3410
H 0.810 7.354 2.634  0.4044

Number 3 is which compound? C58H65CsN3P2